No. 1
Below is C61H46BrFNO2P3S2SiTa as an isolated structure at a distorted geometry, with properties calculated with ωB97M-V/def2-TZVPD.

Computed properties:
net charge = +1
E_HOMO = -10.844 eV
frontier orbital gap = 7.28 eV
relative energy (zero: lowest compared OMol25 entry of this formula, charge and spin) = 88.6 kJ/mol
M = 1290.036 g/mol
E_tot = -201312.4060 eV

Atoms and positions in Å:
Ta: 0.9804 0.4478 0.0597
C: -3.1381 -4.0470 2.9337
C: -2.4053 -4.1485 1.7306
C: -1.9707 -2.9940 1.0783
C: -2.1954 -1.7644 1.6285
C: -2.8846 -1.6494 2.8481
C: -3.3729 -2.8041 3.4728
P: -1.6438 -0.3275 0.6034
C: -2.6946 0.9340 1.3816
C: -3.8540 1.3910 0.8177
C: -4.7259 2.1916 1.5049
C: -4.3762 2.6541 2.7696
C: -3.1394 2.3438 3.3138
C: -2.3180 1.4528 2.6490
C: -2.4257 -0.7089 -0.9288
C: -3.7438 -1.2143 -0.8853
C: -4.4034 -1.4683 -2.1016
C: -3.7728 -1.3101 -3.3222
C: -2.4541 -0.8375 -3.3548
C: -1.7746 -0.5406 -2.1767
Si: -0.1725 0.5173 -2.2558
C: -0.5747 2.2083 -3.0031
C: -1.1586 2.4368 -4.2298
C: -1.2122 3.7284 -4.7430
C: -0.7145 4.8098 -4.0442
C: -0.1970 4.5538 -2.7874
C: -0.1541 3.2552 -2.2477
P: 0.3243 2.9994 -0.4881
C: -0.9298 3.9766 0.4062
C: -2.0121 4.4283 -0.3217
C: -2.8416 5.3893 0.1842
C: -2.6422 5.9423 1.4461
C: -1.6737 5.3610 2.2609
C: -0.8184 4.4058 1.7380
C: 1.8397 3.9758 -0.4635
C: 2.0534 5.1480 0.2857
C: 3.2929 5.7495 0.2602
C: 4.3005 5.2689 -0.5593
C: 4.0765 4.1931 -1.3636
C: 2.8468 3.5777 -1.4128
C: 0.8182 -0.4478 -3.5993
C: 0.8892 -0.1871 -4.9787
C: 1.3686 -1.2451 -5.8086
C: 1.8999 -2.4388 -5.3245
C: 1.8744 -2.6242 -3.9697
C: 1.3814 -1.6448 -3.1220
P: 1.5455 -1.8641 -1.3011
C: 0.7179 -3.5046 -1.0524
C: -0.3727 -3.8127 -1.8540
C: -1.0434 -5.0109 -1.7674
C: -0.6112 -5.9578 -0.8134
C: 0.4898 -5.6394 -0.0297
C: 1.1502 -4.4305 -0.1160
C: 3.3896 -2.0942 -1.1967
C: 4.0271 -2.6779 -0.0979
C: 5.4248 -2.7236 -0.1806
C: 6.1733 -2.2123 -1.2289
C: 5.5394 -1.5310 -2.2108
C: 4.1569 -1.5079 -2.2208
H: -3.6605 -4.8673 3.3853
H: -2.2442 -5.0770 1.2036
H: -1.4634 -3.0708 0.0944
H: -2.9001 -0.7206 3.3676
H: -3.9168 -2.7467 4.4278
H: -4.1035 1.1324 -0.2216
H: -5.7097 2.4996 1.1067
H: -5.0521 3.3369 3.2812
H: -2.7992 2.6832 4.2957
H: -1.3793 1.2957 3.1188
H: -4.2130 -1.4688 0.0681
H: -5.3791 -1.8483 -2.0034
H: -4.2842 -1.5878 -4.2154
H: -2.0021 -0.7799 -4.3204
H: -1.5253 1.6250 -4.8424
H: -1.6460 3.9646 -5.7422
H: -0.7004 5.8608 -4.3935
H: 0.2086 5.4413 -2.2375
H: -2.1293 4.0876 -1.3770
H: -3.6822 5.7724 -0.4782
H: -3.2957 6.7449 1.7952
H: -1.3990 5.8304 3.2574
H: 0.0483 4.1345 2.3482
H: 1.3864 5.4439 1.1104
H: 3.3914 6.5673 0.9074
H: 5.2910 5.6826 -0.4424
H: 4.9081 3.8388 -1.9929
H: 2.5864 2.7734 -2.1241
H: 0.3470 0.7074 -5.3513
H: 1.2749 -1.0394 -6.8843
H: 2.1673 -3.2089 -6.0144
H: 2.2784 -3.5629 -3.5481
H: -0.7715 -3.0403 -2.5439
H: -1.8109 -5.2169 -2.4499
H: -1.0259 -6.9587 -0.8178
H: 0.9575 -6.4634 0.5618
H: 1.8949 -4.1095 0.5947
H: 3.5265 -3.1695 0.6915
H: 5.9601 -3.2536 0.5955
H: 7.2689 -2.3354 -1.2452
H: 6.0446 -0.9732 -2.9847
H: 3.5890 -0.9256 -2.9481
Br: 1.8741 1.8446 1.8886
F: 2.6131 0.5530 -0.9560
O: -1.2543 -0.4122 5.7448
S: 0.0901 -0.2422 5.3909
O: 0.8017 0.9063 5.8267
N: 0.1273 -0.2160 3.6712
C: 0.8642 -1.1481 3.2002
S: 1.2541 -1.4810 1.5783
C: 1.4253 -2.1043 4.2085
C: 2.1898 -3.2716 3.9977
C: 2.6799 -3.8623 5.1574
C: 2.5004 -3.3328 6.4336
C: 1.6419 -2.2482 6.6129
C: 1.1188 -1.6936 5.4990
H: 2.3723 -3.6924 3.0169
H: 3.2117 -4.8093 5.0498
H: 2.9874 -3.8238 7.2611
H: 1.3279 -1.9353 7.5747


No. 2
Below is C45H54N5Sb2Y as an isolated structure, with properties calculated with ωB97M-V/def2-TZVPD.

Computed properties:
net charge = +2
E_HOMO = -12.412 eV
frontier orbital gap = 7.38 eV
relative energy (zero: lowest compared OMol25 entry of this formula, charge and spin) = 129.2 kJ/mol
M = 997.388 g/mol
E_tot = -69098.6640 eV

Atoms and positions in Å:
Y: 0.3644 -0.2838 0.2594
C: -1.1820 0.6115 -2.3405
N: 0.2716 0.3283 -2.1656
C: 1.0449 1.4825 -2.6698
C: 0.5769 -0.8971 -2.9215
C: 1.0325 -0.8674 -4.2313
C: 1.1709 -2.0423 -4.9562
C: 0.8029 -3.2417 -4.3732
C: 0.3689 -3.2846 -3.0575
C: 0.2939 -2.1219 -2.2874
N: -0.0565 -2.0455 -0.9389
C: -0.2671 -3.1566 -0.1080
C: 0.4409 -4.3604 -0.1660
C: 0.2568 -5.3441 0.7966
C: -0.6182 -5.1403 1.8499
C: -1.2983 -3.9332 1.9501
C: -1.1225 -2.9464 0.9921
N: -1.7380 -1.6264 1.0940
C: -2.2454 -1.3393 2.4449
C: -2.8823 -1.5497 0.1505
H: -1.4067 0.7964 -3.3935
H: -1.4663 1.4964 -1.7690
H: -1.7615 -0.2504 -2.0154
H: 0.7614 1.7352 -3.6929
H: 2.1114 1.2670 -2.6491
H: 0.8623 2.3581 -2.0567
H: 1.2700 0.0668 -4.7179
H: 1.5324 -2.0086 -5.9739
H: 0.8557 -4.1607 -4.9413
H: 0.0632 -4.2308 -2.6388
H: 1.1616 -4.5232 -0.9539
H: 0.8108 -6.2704 0.7220
H: -0.7679 -5.9062 2.5977
H: -1.9612 -3.7751 2.7884
H: -3.0949 -1.9785 2.7004
H: -2.5831 -0.3063 2.4802
H: -1.4607 -1.4778 3.1867
H: -3.6793 -2.2204 0.4815
H: -2.5626 -1.8503 -0.8429
H: -3.2747 -0.5315 0.1256
N: 1.6225 -1.7159 1.8348
C: 3.0872 -1.6683 1.6102
C: 3.3558 -1.5820 0.1223
N: 2.7025 -0.3632 -0.4178
H: 1.4141 -1.5375 2.8155
H: 1.2867 -2.6636 1.6543
H: 3.5868 -2.5403 2.0336
H: 3.4837 -0.7835 2.1142
H: 2.9206 -2.4427 -0.3900
H: 4.4298 -1.5819 -0.0680
H: 2.7329 -0.4034 -1.4355
H: 3.2461 0.4622 -0.1604
C: -0.7865 3.5930 -0.4588
C: -1.9875 3.3602 0.4689
C: -1.8791 2.1385 1.3941
Sb: -0.1194 2.3294 2.6570
C: -0.7008 4.0305 3.7664
C: 0.2994 4.7403 4.4241
C: -0.0325 5.8297 5.2151
C: -1.3597 6.2170 5.3416
C: -2.3564 5.5119 4.6834
C: -2.0298 4.4158 3.8954
C: -0.4570 0.8742 4.1812
C: 0.6238 0.0798 4.5578
C: 0.5010 -0.8516 5.5852
C: -0.7074 -0.9787 6.2533
C: -1.7784 -0.1570 5.9159
C: -1.6506 0.7691 4.8925
Sb: 0.7614 4.9966 0.3001
C: 2.5482 3.8934 -0.2235
C: 3.0692 3.8533 -1.5165
C: 4.2358 3.1517 -1.7985
C: 4.9156 2.4885 -0.7855
C: 4.4255 2.5415 0.5154
C: 3.2484 3.2314 0.7876
C: 0.7590 6.2567 -1.4171
C: 1.1327 7.5841 -1.2165
C: 1.1887 8.4717 -2.2831
C: 0.8652 8.0416 -3.5607
C: 0.4874 6.7223 -3.7721
C: 0.4350 5.8363 -2.7058
H: -1.1130 4.0018 -1.4144
H: -0.2908 2.6425 -0.6746
H: -2.8907 3.2068 -0.1287
H: -2.1522 4.2600 1.0659
H: -1.8240 1.2266 0.7626
H: -2.7887 2.0275 1.9863
H: 1.3410 4.4559 4.3226
H: 0.7452 6.3793 5.7283
H: -1.6173 7.0711 5.9533
H: -3.3910 5.8127 4.7821
H: -2.8249 3.8753 3.3953
H: 1.5912 0.2206 4.0805
H: 1.3512 -1.4528 5.8830
H: -0.8079 -1.6936 7.0589
H: -2.7090 -0.2320 6.4632
H: -2.4895 1.4138 4.6527
H: 2.5800 4.3983 -2.3151
H: 4.6326 3.1508 -2.8059
H: 5.8434 1.9727 -0.9987
H: 4.9855 2.0866 1.3258
H: 2.9078 3.2965 1.8150
H: 1.3804 7.9392 -0.2223
H: 1.4791 9.4999 -2.1132
H: 0.9035 8.7331 -4.3916
H: 0.2324 6.3852 -4.7685
H: 0.1413 4.8099 -2.9006